ORCA calculation (ωB97M-V with the def2-TZVPD basis set) on 10 unconnected molecules or ions with the total composition C31H62O28.

Values from the calculation:
energy relative to the best compared isomer or geometry (same formula, charge and spin) = 0.0 kJ/mol
orbital gap = 9.909 eV
structure (SMILES) = COC(=O)OC.COC(=O)OC.COC(=O)OC.COC(=O)OC.COC(=O)OC.COC(=O)OC.COC(=O)OC.COC(=O)OC.COC(=O)OC.C1CCOC1
HOMO = -9.45 eV

XYZ file:
```
121
Properties=species:S:1:pos:R:3:mulliken_charge:R:1
C 0.99 3.95 1.46 -0.11
O 2.33 4.32 1.72 -0.33
C 2.78 5.51 1.35 0.73
O 2.21 6.28 0.62 -0.58
O 3.97 5.69 1.90 -0.36
C 4.70 6.86 1.56 -0.68
H 0.68 4.12 0.43 0.21
H 0.36 4.63 2.04 0.19
H 0.72 2.94 1.74 0.01
H 5.49 6.94 2.31 0.23
H 4.08 7.75 1.59 0.32
H 5.20 6.70 0.60 0.30
C 1.18 -1.03 -7.35 -0.65
O 1.25 0.09 -6.49 -0.41
C 1.24 -0.11 -5.19 0.75
O 1.35 -1.16 -4.61 -0.50
O 1.09 1.07 -4.58 -0.33
C 1.05 1.00 -3.17 -0.17
H 2.01 -1.71 -7.14 0.29
H 1.22 -0.69 -8.37 0.23
H 0.26 -1.61 -7.23 0.28
H 2.02 0.80 -2.71 0.38
H 0.34 0.26 -2.80 -0.41
H 0.68 1.94 -2.76 0.29
C -2.35 3.95 -2.75 -0.41
O -1.89 5.08 -2.01 -0.43
C -1.79 4.96 -0.69 0.79
O -2.15 4.02 -0.04 -0.42
O -1.24 6.03 -0.10 -0.24
C -0.76 7.14 -0.87 -0.69
H -3.30 4.25 -3.18 0.33
H -2.57 3.12 -2.08 -0.04
H -1.61 3.64 -3.49 0.31
H -1.51 7.93 -0.80 0.28
H -0.60 6.86 -1.91 0.32
H 0.19 7.49 -0.49 0.20
C -2.78 0.48 -4.05 -0.39
O -3.96 0.91 -3.41 -0.39
C -4.28 0.24 -2.29 0.73
O -3.62 -0.62 -1.77 -0.36
O -5.42 0.71 -1.84 -0.38
C -5.99 0.06 -0.72 -0.60
H -2.83 -0.56 -4.37 0.39
H -1.88 0.66 -3.44 0.07
H -2.61 1.09 -4.94 0.33
H -7.00 0.44 -0.59 0.26
H -5.44 0.28 0.19 0.21
H -6.03 -1.03 -0.84 0.30
C -0.91 -2.62 -2.91 0.02
O -0.49 -3.06 -1.62 0.18
C 0.65 -3.71 -1.43 0.48
O 0.96 -4.20 -0.38 -0.51
O 1.38 -3.79 -2.54 -0.34
C 2.70 -4.29 -2.42 -0.84
H -0.68 -1.57 -3.02 -0.46
H -1.99 -2.67 -2.99 0.22
H -0.50 -3.22 -3.72 0.40
H 3.18 -3.90 -1.52 0.37
H 3.27 -3.98 -3.29 0.24
H 2.70 -5.38 -2.36 0.28
C -2.52 4.47 3.18 -0.67
O -1.81 3.25 3.32 -0.29
C -2.54 2.14 3.40 0.87
O -3.74 2.10 3.38 -0.62
O -1.72 1.11 3.45 -0.34
C -2.28 -0.13 3.89 -0.67
H -3.19 4.78 3.98 0.40
H -3.08 4.48 2.24 0.18
H -1.72 5.21 3.08 0.22
H -1.50 -0.79 4.25 0.19
H -2.76 -0.59 3.03 0.16
H -2.98 0.03 4.71 0.51
C -0.49 -3.15 6.71 -0.64
O -0.36 -4.21 5.78 -0.39
C 0.01 -3.92 4.54 0.85
O 0.32 -2.84 4.10 -0.55
O 0.01 -5.06 3.85 -0.39
C 0.44 -5.00 2.48 0.26
H -0.36 -3.55 7.71 0.26
H -1.49 -2.71 6.62 0.26
H 0.22 -2.34 6.52 0.31
H 1.51 -5.18 2.48 0.40
H 0.20 -4.06 1.99 -0.30
H -0.05 -5.79 1.92 0.00
C 7.83 -2.44 0.90 -0.67
O 7.66 -1.20 1.58 -0.33
C 6.62 -0.47 1.24 0.85
O 5.86 -0.66 0.32 -0.59
O 6.53 0.55 2.08 -0.32
C 5.49 1.49 1.93 -0.39
H 7.58 -3.25 1.60 0.26
H 8.89 -2.54 0.66 0.24
H 7.21 -2.58 0.02 0.33
H 5.79 2.30 1.26 0.28
H 5.29 1.98 2.88 0.26
H 4.57 1.02 1.60 0.09
C -3.04 -3.40 1.22 -0.40
O -2.71 -4.56 0.44 -0.06
C -3.69 -5.37 0.10 0.63
O -4.85 -5.21 0.31 -0.58
O -3.23 -6.45 -0.55 -0.40
C -1.83 -6.66 -0.66 0.05
H -2.15 -2.78 1.31 -0.30
H -3.37 -3.80 2.18 0.51
H -3.85 -2.84 0.78 0.44
H -1.60 -7.49 -1.34 0.32
H -1.40 -6.89 0.31 0.16
H -1.39 -5.76 -1.09 -0.30
C -1.08 -0.47 0.10 1.53
C 0.02 -0.75 1.08 0.50
C 1.16 0.01 0.40 -0.63
O 0.54 1.08 -0.33 -0.35
C -0.89 1.00 -0.20 1.96
H -2.12 -0.72 0.37 0.65
H -0.98 -1.06 -0.82 -1.88
H 0.23 -1.82 1.13 -0.56
H -0.13 -0.34 2.08 0.09
H 1.70 -0.65 -0.28 0.12
H 1.86 0.42 1.13 0.12
H -1.39 1.23 -1.15 -0.88
H -1.30 1.61 0.61 -0.69
```